No. 1
The following is a DFT calculation (ωB97M-V/def2-TZVPD) of a molecular structure, C21H17BrN5ORh.

Each line ends with the natural charge from an NBO analysis.
Cartesian coordinates (Å):
Rh  0.6745  0.2779  0.1006  0.251
Br  -6.3515  -2.1819  -0.2131  0.025
C  -4.4786  -1.8912  -0.0675  -0.155
C  -3.6113  -2.9927  0.0151  -0.201
C  -2.2651  -2.7973  0.1187  -0.273
C  -1.6803  -1.4931  0.1458  0.399
O  -0.4039  -1.4037  0.2483  -0.699
C  -2.5850  -0.3876  0.0564  -0.184
C  -2.1904  0.9929  0.0478  0.152
N  -0.9833  1.4314  0.0967  -0.457
C  -0.6799  2.8197  0.0851  0.133
C  -1.5792  3.8430  0.1683  -0.216
C  -1.1569  5.1921  0.1418  -0.197
C  0.1633  5.5064  0.0366  -0.186
C  1.1277  4.4703  -0.0402  -0.094
C  2.5173  4.7257  -0.1449  -0.147
C  3.3817  3.6796  -0.2068  -0.254
C  2.8716  2.3626  -0.1591  0.065
N  1.5965  2.0827  -0.0623  -0.374
C  0.7043  3.1341  -0.0093  0.201
C  -3.9747  -0.6267  -0.0469  -0.179
H  -4.0171  -3.9961  -0.0054  0.222
H  -1.5881  -3.6407  0.1820  0.212
H  -3.0163  1.7031  -0.0198  0.161
H  -2.6361  3.6345  0.2642  0.214
H  -1.8980  5.9778  0.2099  0.218
H  0.4932  6.5376  0.0208  0.214
H  2.8698  5.7496  -0.1716  0.217
H  4.4490  3.8308  -0.2882  0.224
H  3.5453  1.5161  -0.1970  0.203
H  -4.6485  0.2198  -0.1112  0.214
N  1.3724  -5.2603  1.6147  -0.788
C  1.4064  -4.3711  0.5696  0.378
C  1.9784  -3.1019  0.7467  -0.013
N  2.0194  -2.2450  -0.2608  -0.169
C  1.5189  -2.6159  -1.4573  -0.026
C  1.0116  -3.8830  -1.5997  0.042
N  0.9413  -4.7676  -0.6037  -0.446
H  1.3424  -4.8855  2.5474  0.391
H  0.7752  -6.0559  1.4548  0.402
H  2.3655  -2.7563  1.6937  0.221
H  1.5040  -1.8590  -2.2244  0.241
H  0.6166  -4.1902  -2.5595  0.211
C  2.4376  -0.8715  -0.0540  -0.520
H  3.0267  -0.5705  -0.9212  0.186
H  3.0333  -0.8429  0.8586  0.184

Calculated values
* F_max: 0.012 hartree/bohr
* gap between HOMO and LUMO: 0.22123 hartree
* lowest unoccupied orbital energy: -0.32 eV



No. 2
The following is a DFT calculation (ωB97M-V/def2-TZVPD) of 2 unconnected molecules or ions with the total composition C2H9NOS2.

Each line ends with the natural charge from an NBO analysis.
Cartesian coordinates (Å):
C  0.1083  2.8994  3.3039  -0.738
S  1.3781  1.6152  3.0512  0.077
S  1.5813  1.9147  1.0011  -0.165
H  0.0534  3.2079  4.3427  0.225
H  -0.7815  2.3505  3.0079  0.219
H  0.3088  3.7401  2.6147  0.230
H  0.9685  0.7456  0.5981  0.151
N  -0.5795  -2.7525  -3.0050  -0.858
C  -0.2288  -1.7435  -2.0272  0.071
O  -1.0749  -1.3514  -0.9110  -0.728
H  -0.2702  -2.4756  -3.9230  0.375
H  -0.2180  -3.6506  -2.7408  0.367
H  0.6454  -2.2732  -1.6058  0.146
H  0.0768  -0.7708  -2.4299  0.160
H  -1.9675  -1.4558  -1.2769  0.467

Calculated values
* F_max: 0.053 hartree/bohr
* gap between HOMO and LUMO: 0.33963 hartree
* lowest unoccupied orbital energy: 0.58 eV



No. 3
The following is a DFT calculation (ωB97M-V/def2-TZVPD) of 2 unconnected molecules or ions with the total composition C4H11N2S.

Each line ends with the natural charge from an NBO analysis.
Cartesian coordinates (Å):
C  -0.9417  0.7253  -0.8504  0.241
C  1.5175  -2.0812  -0.4214  -0.690
C  0.3378  0.9865  2.1824  -0.626
C  0.9531  -0.7404  -0.6714  0.094
N  -2.3312  0.7642  -1.0642  -0.775
N  -0.3735  -0.4860  -0.6885  -0.490
S  -0.7603  1.9371  1.3356  0.242
H  -0.2562  1.5403  -1.2138  0.226
H  2.0578  -2.6083  -1.3521  0.264
H  0.8187  -2.7430  -0.0381  0.232
H  2.4006  -1.9993  0.2019  0.262
H  1.3589  0.8096  1.8376  0.219
H  0.1280  0.5717  3.1428  0.238
H  1.5504  0.1735  -0.8945  0.209
H  -2.6811  -0.0470  -0.5744  0.374
H  -2.8461  1.6271  -0.8194  0.421
H  -1.0340  -1.1916  -0.6070  0.412
H  0.1014  2.7616  0.4947  0.146

Calculated values
* F_max: 0.074 hartree/bohr
* total charge: +1
* gap between HOMO and LUMO (spin up / spin down): 0.25677 / 0.26499 hartree
* lowest unoccupied orbital energy (spin up / spin down): -4.44 / -4.38 eV



No. 4
The following is a DFT calculation (ωB97M-V/def2-TZVPD) of 10 unconnected molecules or ions with the total composition C52H110N4O24P6.

Each line ends with the Löwdin charge.
Cartesian coordinates (Å):
C  3.2124  -1.4746  0.3399  -0.053
C  1.7211  -1.2767  0.2318  -0.253
O  1.4400  -0.4980  -0.9338  -0.161
P  0.1107  0.3207  -1.1208  0.425
O  -0.1482  1.3317  -0.0768  -0.241
O  -1.0260  -0.8287  -1.1490  -0.175
C  -2.3346  -0.4633  -1.6520  -0.252
C  -2.3729  -0.8401  -3.1315  -0.062
O  0.1758  0.9213  -2.5860  -0.184
C  0.1486  2.3389  -2.8524  -0.225
C  1.0846  2.6265  -4.0060  -0.058
H  3.4516  -2.0136  1.2597  0.062
H  3.6245  -2.0253  -0.5043  0.086
H  3.7381  -0.5265  0.4653  0.060
H  1.1702  -2.2166  0.2255  0.104
H  1.3658  -0.6997  1.0914  0.119
H  -3.0895  -1.0220  -1.1019  0.105
H  -2.5191  0.5956  -1.4888  0.074
H  -3.3810  -0.8892  -3.5399  0.049
H  -1.6653  -0.2324  -3.6915  0.061
H  -1.9953  -1.8594  -3.2584  0.087
H  -0.8694  2.4850  -3.2294  0.121
H  0.3548  2.8813  -1.9333  0.112
H  1.1663  1.9842  -4.8789  0.069
H  0.9391  3.6369  -4.3961  0.074
H  2.0767  2.6735  -3.5415  0.073
C  -5.9226  4.6678  -2.1012  -0.084
C  -6.7807  3.5076  -2.4753  -0.254
O  -6.2304  2.7692  -3.5874  -0.183
P  -5.0129  1.7328  -3.4278  0.432
O  -4.1547  2.0120  -2.2636  -0.217
O  -5.7231  0.3129  -3.5274  -0.191
C  -6.3960  -0.1462  -2.3466  -0.257
C  -6.0524  -1.6112  -2.0938  -0.040
O  -4.2772  1.8039  -4.8634  -0.171
C  -5.0989  1.5618  -6.0183  -0.269
C  -5.0524  2.7900  -6.9372  -0.065
H  -4.8705  4.4379  -1.9358  0.069
H  -5.9120  5.4153  -2.9000  0.082
H  -6.3248  5.1880  -1.2292  0.084
H  -6.9130  2.7406  -1.7079  0.102
H  -7.7758  3.9150  -2.6635  0.122
H  -6.1934  0.5317  -1.5126  0.094
H  -7.4788  -0.0534  -2.4784  0.123
H  -4.9821  -1.7047  -2.2688  0.056
H  -6.4116  -2.0945  -1.1890  0.085
H  -6.5551  -2.1806  -2.8815  0.069
H  -4.5950  0.7493  -6.5439  0.102
H  -6.1215  1.2389  -5.8355  0.114
H  -4.0141  2.9462  -7.2236  0.074
H  -5.6539  2.6896  -7.8447  0.077
H  -5.5105  3.6867  -6.5159  0.074
C  5.8079  5.5391  -7.5662  -0.082
C  4.2949  5.7946  -7.4458  -0.268
O  3.7380  5.5077  -6.1752  -0.185
P  4.1790  6.2505  -4.8216  0.448
O  5.6316  6.4668  -4.7209  -0.220
O  3.2601  7.5874  -4.8413  -0.184
C  1.8500  7.5299  -4.7654  -0.296
C  1.2403  7.9528  -6.0744  -0.084
O  3.4901  5.3559  -3.6939  -0.188
C  3.9942  5.5172  -2.3443  -0.251
C  3.2874  6.6229  -1.5788  -0.054
H  6.4466  6.2647  -7.0691  0.062
H  5.9848  4.5970  -7.0403  0.079
H  6.1395  5.4368  -8.5985  0.073
H  4.1029  6.8273  -7.7538  0.116
H  3.7554  5.1770  -8.1616  0.115
H  1.4506  6.5247  -4.5941  0.112
H  1.4951  8.1707  -3.9575  0.121
H  0.2311  8.3694  -5.9826  0.077
H  1.7246  8.8698  -6.4346  0.082
H  1.2253  7.2507  -6.9058  0.075
H  3.7574  4.6146  -1.7854  0.077
H  5.0701  5.6792  -2.3447  0.111
H  2.2372  6.3654  -1.4169  0.075
H  3.7972  6.8295  -0.6431  0.086
H  3.1684  7.4747  -2.2550  0.062
C  0.2722  -3.4651  8.9765  -0.053
C  0.2515  -3.1361  7.4766  -0.240
O  0.9562  -4.1933  6.8066  -0.226
P  0.4329  -4.6744  5.3345  0.496
O  -0.9825  -4.4340  5.0044  -0.231
O  1.4853  -4.0786  4.2457  -0.183
C  1.6146  -4.7407  2.9769  -0.269
C  0.3425  -4.7415  2.1271  -0.057
O  0.8537  -6.2525  5.3710  -0.198
C  0.0115  -7.1251  6.1950  -0.222
C  0.4244  -7.1289  7.6427  -0.077
H  1.0634  -2.8474  9.4234  0.069
H  -0.6160  -3.1908  9.5411  0.075
H  0.6395  -4.4471  9.2568  0.063
H  -0.7906  -3.0882  7.1449  0.093
H  0.6932  -2.1890  7.1608  0.123
H  2.4538  -4.2921  2.4464  0.099
H  1.9557  -5.7664  3.1162  0.095
H  0.3887  -4.0974  1.2503  0.053
H  -0.0553  -5.7398  1.9647  0.081
H  -0.4503  -4.2350  2.6878  0.061
H  -1.0162  -6.7782  6.0939  0.108
H  0.1750  -8.1051  5.7554  0.118
H  1.1020  -6.3421  7.9574  0.047
H  -0.4135  -6.9759  8.3297  0.080
H  0.9105  -8.0481  7.9771  0.076
C  -2.8940  -1.7701  5.1299  -0.074
C  -3.8047  -0.5893  5.4760  -0.266
O  -4.4804  -0.1883  4.2859  -0.182
P  -5.5571  0.9955  4.3497  0.386
O  -6.7138  0.7099  5.1891  -0.213
O  -5.8890  1.1428  2.8069  -0.165
C  -5.0403  1.6913  1.8082  -0.240
C  -3.9798  0.6777  1.3494  -0.062
O  -4.7484  2.3215  4.7261  -0.193
C  -5.4675  3.4093  5.3023  -0.271
C  -4.4457  4.5412  5.4121  -0.067
H  -3.1019  -2.0365  4.0918  0.081
H  -1.8223  -1.6295  5.2500  0.061
H  -3.1779  -2.6717  5.6742  0.070
H  -4.6017  -0.9709  6.1238  0.112
H  -3.2303  0.0729  6.1302  0.121
H  -5.6622  1.8404  0.9261  0.107
H  -4.4867  2.5698  2.1381  0.117
H  -3.3489  1.1214  0.5746  0.064
H  -3.3191  0.4775  2.1901  0.072
H  -4.3897  -0.2164  0.8808  0.075
H  -6.3442  3.6637  4.6951  0.121
H  -5.9078  3.1374  6.2656  0.117
H  -3.8259  4.6189  4.5182  0.074
H  -4.9580  5.4940  5.5456  0.076
H  -3.7259  4.3098  6.1971  0.077
C  4.2274  -4.6451  8.5218  -0.060
C  4.1557  -4.5925  6.9885  -0.229
O  5.0409  -5.6154  6.4773  -0.180
P  5.4877  -5.5501  4.9424  0.403
O  4.3884  -5.9190  4.0280  -0.217
O  5.9986  -4.0578  4.7925  -0.178
C  5.7212  -3.2112  3.6761  -0.273
C  5.7431  -1.7527  4.0125  -0.062
O  6.7791  -6.4662  4.9595  -0.153
C  6.6887  -7.7782  4.3846  -0.278
C  6.0882  -8.7639  5.3287  -0.091
H  5.2571  -4.8023  8.8433  0.078
H  3.9212  -3.7115  8.9970  0.071
H  3.6106  -5.4330  8.9559  0.068
H  3.1554  -4.7506  6.6035  0.088
H  4.5974  -3.6305  6.7324  0.108
H  6.5237  -3.5237  2.9952  0.127
H  4.7688  -3.4514  3.1938  0.100
H  5.4746  -1.0790  3.2010  0.070
H  5.0184  -1.5977  4.8156  0.082
H  6.7529  -1.4481  4.2957  0.081
H  6.3351  -7.8175  3.3555  0.118
H  7.7124  -8.1560  4.2963  0.118
H  6.7617  -8.9833  6.1640  0.082
H  5.1007  -8.5987  5.7579  0.079
H  6.0959  -9.7644  4.8793  0.083
C  -6.3379  -2.8885  -6.1489  -0.137
C  -6.8293  -3.7175  -7.1360  -0.124
C  -5.7647  -4.0578  -7.9593  -0.127
N  -4.6549  -3.3683  -7.5239  0.018
C  -5.0427  -2.5647  -6.4554  -0.120
H  -7.0344  -2.4548  -5.4451  0.089
H  -7.8153  -4.1467  -7.2118  0.092
H  -5.6163  -4.6525  -8.8467  0.101
H  -3.8183  -3.1141  -8.0200  0.097
H  -4.3366  -1.8282  -6.1066  0.094
C  -1.4499  -0.7671  -7.5197  -0.101
C  -1.4849  -1.9983  -8.2357  -0.123
C  -0.5153  -2.8047  -7.6824  -0.137
N  0.1957  -2.0741  -6.7875  0.016
C  -0.3891  -0.8519  -6.6510  -0.138
H  -2.1117  0.0682  -7.6762  0.086
H  -2.1904  -2.2462  -9.0126  0.085
H  -0.1819  -3.8074  -7.8993  0.109
H  1.0342  -2.3509  -6.3128  0.150
H  0.0565  -0.0951  -6.0258  0.099
C  2.0587  5.1910  2.3029  -0.102
C  2.8603  4.0488  2.6113  -0.138
C  2.1830  2.9020  2.2831  -0.128
N  1.1595  3.3273  1.4431  0.008
C  1.0518  4.6781  1.4767  -0.156
H  2.2170  6.2413  2.4746  0.080
H  3.8155  4.0538  3.1175  0.085
H  2.3762  1.8538  2.4239  0.097
H  0.4563  2.7721  0.9630  0.083
H  0.3158  5.2498  0.9360  0.101
C  4.8816  2.5551  -0.8181  -0.119
C  5.3921  1.8642  0.2939  -0.111
C  6.7273  1.5930  0.0139  -0.127
N  7.0195  2.1302  -1.2174  0.008
C  5.8803  2.6583  -1.7473  -0.137
H  3.8645  2.9026  -0.8787  0.081
H  4.8185  1.7042  1.1923  0.077
H  7.4520  0.9858  0.5305  0.099
H  7.8959  2.0311  -1.6929  0.144
H  5.9519  3.0563  -2.7476  0.113

Calculated values
* F_max: 0.054 hartree/bohr
* gap between HOMO and LUMO: 0.30428 hartree
* lowest unoccupied orbital energy: 0.48 eV



No. 5
The following is a DFT calculation (ωB97M-V/def2-TZVPD) of a gas-phase ion, C7H11N4 (charge +1).

Each line ends with the natural charge from an NBO analysis.
Cartesian coordinates (Å):
C  2.0254  2.2555  -0.2245  -0.416
N  1.9292  0.8308  -0.4752  -0.395
C  2.8213  -0.0180  -1.1351  0.303
N  2.3778  -1.1302  -1.4980  -0.421
C  1.0140  -1.1158  -1.1135  0.323
C  0.7740  0.1195  -0.4584  0.188
C  -0.7595  0.4903  -0.1117  -0.150
N  -1.6018  -0.6516  0.0020  -0.428
C  -1.5846  -1.0961  1.3620  -0.455
C  -1.1822  -1.7489  -1.1139  -0.080
N  0.1088  -2.0155  -1.3340  -0.347
H  1.7071  2.7668  -1.2067  0.231
H  1.5531  2.4724  0.7429  0.237
H  3.0616  2.4680  -0.2018  0.231
H  3.9273  0.2247  -1.1513  0.235
H  -1.1233  1.3543  0.4033  0.230
H  -2.6076  -0.1687  -0.2083  0.463
H  -1.8903  -0.2452  2.0936  0.255
H  -2.4122  -1.8661  1.4821  0.234
H  -0.7801  -1.7959  1.5354  0.253
H  -1.5704  -1.2721  -2.0190  0.236
H  -1.8359  -2.7119  -1.2355  0.273

Calculated values
* F_max: 0.161 hartree/bohr
* total charge: +1
* gap between HOMO and LUMO (spin up / spin down): 0.27509 / 0.26601 hartree
* lowest unoccupied orbital energy (spin up / spin down): -5.11 / -5.11 eV



No. 6
The following is a DFT calculation (ωB97M-V/def2-TZVPD) of 2 unconnected molecules or ions with the total composition C4H9N2.

Each line ends with the natural charge from an NBO analysis.
Cartesian coordinates (Å):
C  -2.1557  -1.6120  2.0141  -0.194
C  2.1421  1.3877  -0.5854  -0.789
C  0.7274  1.0233  -0.6176  0.388
C  0.1615  -0.1294  -1.2180  -0.803
N  -1.7020  -1.1641  0.7158  -0.129
N  -2.6546  -1.9078  0.6583  0.023
H  -1.6048  -2.2602  2.5772  0.198
H  -2.6433  -0.8098  2.5152  0.187
H  2.7705  1.6795  0.3757  0.361
H  2.8344  0.9389  -1.3187  0.274
H  2.1477  2.4321  -0.8286  0.318
H  0.0473  1.7223  -0.0995  0.225
H  -0.4616  0.1627  -2.0168  0.327
H  -0.5827  -0.6610  -0.5455  0.360
H  0.9739  -0.8023  -1.6264  0.256

Calculated values
* F_max: 0.059 hartree/bohr
* total charge: +1
* gap between HOMO and LUMO: 0.28114 hartree
* lowest unoccupied orbital energy: -6.44 eV



Q: Among the records above, which one has the lowest F_max?
A: C21H17BrN5ORh



Q: Which formula does entry 6 have?
A: C4H9N2



Q: Number 4 is which compound?
A: C52H110N4O24P6



Q: The lowest F_max belongs to which entry?
A: C21H17BrN5ORh